Here is C44H33BrIN5O3PV as an isolated structure at a distorted geometry from the OMol25 dataset. Energies are from ωB97M-V/def2-TZVPD.

Calculated values
HOMO-LUMO gap (alpha / beta) (eV): 3.72 / 3.73
Spin multiplicity: 2
ΔE to the lowest compared entry with this formula, charge and spin (kcal/mol): 16.2
LUMO (alpha / beta) (eV): 1.3941 / 1.4116
Net charge: -1

Each line ends with the Löwdin charge.
Positions of all 89 atoms, in Å:
V  -0.679386  0.871274  1.293814  0.818
Br  -5.054395  -3.732184  5.113960  0.746
C  -4.161340  -2.325690  4.210774  -0.632
C  -4.639593  -1.092189  4.201183  -0.112
C  -3.923469  0.007070  3.569366  -0.004
C  -2.754571  -0.165657  2.945679  -0.343
O  -2.063815  0.822909  2.428439  -0.260
C  -2.170312  -1.583424  2.768818  -0.259
C  -0.689426  -1.517088  3.142801  0.030
N  0.075088  -0.734427  2.512843  0.079
C  1.401110  -0.423864  2.933664  -0.214
C  2.321424  -1.296705  3.479427  -0.048
C  3.595357  -0.840087  3.793798  -0.100
C  3.913066  0.499913  3.599886  -0.044
C  2.976128  1.401134  3.111991  -0.156
C  3.201153  2.844380  2.970039  -0.026
C  2.234365  3.656781  2.540535  -0.027
C  0.892314  3.159683  2.079980  -0.273
N  0.708908  1.728952  2.256020  -0.054
C  1.705919  0.940577  2.751504  -0.184
C  -2.912246  -2.730589  3.503784  -0.253
H  -5.574381  -0.876318  4.702524  0.103
H  -4.325604  1.009963  3.617664  0.119
H  -0.351627  -2.069790  4.022855  0.147
H  2.063282  -2.342427  3.607374  0.113
H  4.334144  -1.525100  4.187469  0.094
H  4.909082  0.860414  3.834098  0.109
H  4.165707  3.238986  3.271443  0.105
H  2.400241  4.726803  2.488382  0.101
H  0.090916  3.695469  2.599159  0.149
H  -2.237765  -3.241368  4.196156  0.145
O  -3.210563  -3.668379  2.471370  0.027
C  -2.831524  -3.170391  1.256899  -0.393
O  -2.291751  -1.924141  1.396189  -0.047
C  -2.965399  -3.810833  0.113307  0.094
P  -0.271815  -1.832622  -1.415077  0.922
C  0.150868  -0.842625  -2.893740  -0.497
C  1.146727  -1.223182  -3.816606  -0.121
C  1.550549  -0.376601  -4.837046  -0.114
C  0.991930  0.893112  -4.979030  -0.132
C  0.012997  1.295512  -4.082173  -0.114
C  -0.394006  0.440834  -3.060578  -0.161
C  -0.216297  -3.514490  -2.156510  -0.516
C  0.307692  -4.592582  -1.429268  -0.148
C  0.319252  -5.885355  -1.943253  -0.127
C  -0.206235  -6.147843  -3.200138  -0.139
C  -0.758390  -5.098699  -3.932241  -0.119
C  -0.766510  -3.810465  -3.419713  -0.133
H  -2.623711  -3.355975  -0.805693  0.032
H  -3.412801  -4.792851  0.102029  0.071
H  1.610860  -2.197733  -3.720408  0.097
H  2.326256  -0.699287  -5.524155  0.089
H  1.317886  1.553179  -5.774575  0.082
H  -0.440297  2.279381  -4.161335  0.092
H  -1.162726  0.770717  -2.375548  0.014
H  0.728474  -4.402330  -0.447070  0.078
H  0.755188  -6.693349  -1.364354  0.086
H  -0.202621  -7.155137  -3.601017  0.081
H  -1.187206  -5.288521  -4.911101  0.088
H  -1.210935  -3.005664  -3.993293  0.096
I  -3.180764  0.535478  -0.424176  1.234
C  -2.707810  2.432856  -1.180819  -0.598
C  -3.532864  2.924997  -2.177681  -0.170
C  -3.257840  4.152730  -2.757664  -0.097
C  -2.164481  4.870179  -2.299851  -0.058
C  -1.331965  4.366819  -1.310314  -0.172
C  -0.218109  5.190753  -0.831242  -0.046
C  0.669349  4.744410  0.050331  -0.044
C  0.638022  3.339639  0.551599  -0.284
C  -0.623788  2.524649  0.249070  -0.142
C  -1.547995  3.087057  -0.724255  -0.238
H  -4.385841  2.344362  -2.503239  0.084
H  -3.896444  4.538116  -3.541909  0.096
H  -1.940340  5.843967  -2.722217  0.104
H  -0.146052  6.204862  -1.212944  0.103
H  1.479346  5.384873  0.387546  0.100
H  1.498391  2.820600  0.118933  0.106
N  3.792516  2.360578  -1.931767  0.128
C  3.425745  1.264152  -1.175216  -0.373
C  2.065446  0.955900  -0.990707  -0.110
N  1.665160  -0.067077  -0.259919  0.030
C  2.641917  -0.852553  0.222756  -0.170
C  3.967122  -0.559223  0.028312  -0.126
N  4.382384  0.525993  -0.644668  0.117
H  3.091923  3.069351  -2.069865  0.084
H  4.731576  2.687303  -1.781222  0.085
H  1.295257  1.530221  -1.493633  0.101
H  2.329046  -1.740354  0.753134  0.094
H  4.744930  -1.191688  0.440357  0.100

Forces on the atoms, in the same order (eV/Å):
V 1.31 1.22 -2.69
Br 0.00 0.00 -0.03
C -0.05 -0.30 -0.04
C 0.03 0.35 0.00
C -0.36 0.05 0.20
C 0.43 -0.24 0.08
O -1.71 -0.29 1.29
C 0.21 0.10 0.22
C -0.16 -0.11 0.10
N 0.20 -0.22 0.36
C 0.00 0.17 0.19
C -0.11 -0.12 -0.08
C 0.07 0.05 0.06
C -0.01 0.02 0.04
C 0.03 0.26 -0.05
C -0.02 -0.08 0.03
C 0.03 -0.16 -0.05
C 0.04 -0.04 -0.28
N 0.38 -0.12 0.29
C -0.20 -0.37 0.20
C 0.12 -0.02 -0.03
H 0.02 0.02 0.03
H -0.06 -0.03 0.02
H 0.02 -0.01 0.01
H 0.02 0.00 -0.04
H 0.00 0.00 -0.03
H -0.01 -0.01 0.03
H -0.01 0.02 -0.02
H 0.04 0.00 0.00
H 0.02 0.06 0.08
H 0.02 0.06 0.11
O 0.11 0.10 -0.01
C 0.00 -0.12 0.06
O -0.18 0.04 -0.04
C -0.11 -0.03 -0.24
P -0.14 -0.55 -0.42
C 0.10 -0.08 0.18
C -0.09 0.17 -0.11
C -0.02 -0.04 0.04
C -0.02 0.04 -0.02
C 0.02 -0.08 0.16
C 0.05 -0.03 -0.12
C -0.15 0.24 -0.02
C -0.02 -0.11 -0.09
C -0.04 0.07 0.06
C -0.07 -0.04 -0.04
C 0.08 0.10 0.02
C 0.12 -0.19 0.08
H 0.08 0.04 0.08
H 0.01 0.03 0.07
H 0.00 0.00 0.03
H -0.01 -0.01 0.02
H 0.00 -0.01 0.01
H 0.00 -0.02 -0.02
H 0.03 0.01 -0.04
H 0.03 0.02 -0.02
H -0.03 0.02 0.02
H 0.02 0.02 0.00
H 0.00 0.00 0.02
H 0.00 0.00 -0.02
I 0.24 0.26 -0.30
C -0.04 -0.34 0.12
C -0.04 0.07 -0.01
C -0.02 -0.04 0.07
C 0.00 0.05 -0.04
C 0.18 0.07 0.14
C -0.06 0.06 -0.02
C 0.00 -0.09 0.08
C -0.23 -0.02 0.06
C -0.17 -0.58 0.45
C -0.11 0.11 -0.18
H 0.02 0.00 0.00
H 0.03 0.02 0.00
H 0.01 0.00 0.02
H -0.03 -0.03 -0.03
H -0.02 0.03 -0.05
H 0.14 0.10 -0.05
N -0.11 -0.11 -0.01
C 0.13 0.00 -0.15
C -0.20 -0.16 -0.25
N 0.27 0.81 0.30
C -0.14 -0.24 0.09
C 0.10 0.09 -0.01
N -0.01 -0.03 0.01
H 0.02 0.03 -0.01
H 0.00 0.01 0.03
H 0.05 0.11 0.15
H 0.02 -0.02 -0.02
H -0.06 -0.04 0.02